1.
Below is a 2-piece molecular cluster, C5H10O overall, with properties calculated with the ωB97M-V functional and the def2-TZVPD basis.

```
16
Properties=species:S:1:pos:R:3:forces:R:3
H 2.56778 -0.22668 2.28003 0.09 -0.06 -0.12
C 2.95000 -0.32011 1.24545 0.12 -0.17 -0.06
H -0.26613 2.23693 -0.41693 -0.10 -0.11 -0.09
O 3.20536 -1.38948 0.74310 -0.06 0.38 0.18
H -1.29183 -1.31947 -1.56171 -0.07 0.07 0.09
H -1.22850 0.46951 0.95952 0.13 -0.05 0.07
H 0.40563 -1.20308 0.84009 -0.08 0.06 0.23
H -1.75275 -1.79007 0.08278 0.01 0.14 -0.13
C -1.71104 -0.95066 -0.61965 -0.02 -0.09 -0.03
C -0.83689 0.17767 -0.06708 0.28 -0.06 -0.20
H -0.24239 1.20427 -1.85136 -0.12 0.05 0.10
H -1.79654 1.77220 -1.21802 0.10 -0.03 0.05
C 0.41254 -0.12019 0.60758 -0.43 -0.09 -0.08
H -2.73527 -0.61550 -0.81538 0.16 -0.01 0.01
C -0.79629 1.43317 -0.93427 -0.06 0.11 -0.03
H 3.11630 0.64150 0.72584 0.04 -0.15 0.00
```
Positions in Å, forces in eV/Å.

## Properties
Net charge: 0
ΔE to the lowest compared entry with this formula, charge and spin (kcal/mol): 112.6
E_HOMO (eV): -9.0

=====

2.
Below is C2H10B2N2 as an isolated structure at a distorted geometry, with properties calculated with the ωB97M-V functional and the def2-TZVPD basis.

```
16
Properties=species:S:1:pos:R:3:forces:R:3
H -1.06195 -0.76626 1.11498 -1.15 0.60 -0.27
H 0.28177 -0.33418 -1.34698 0.44 -0.04 1.66
N 1.03515 -0.21374 -0.63529 -1.19 -0.59 -1.74
C -0.09196 -0.58228 1.48104 2.68 -1.43 1.70
H 2.06792 -0.73978 0.95595 -1.39 0.50 0.87
H 0.18260 -0.63975 2.57635 -0.92 -0.35 -1.31
B 2.09043 0.53819 -1.09101 -1.11 -0.15 -1.94
B -2.70893 -0.35700 -1.73890 0.26 0.53 0.82
N -3.21427 -0.35294 -0.59390 -0.39 -0.49 -0.86
H 0.61518 1.34165 1.87782 1.01 1.55 0.56
C 0.98739 -0.58322 0.69242 0.33 -0.36 0.37
H 1.80454 0.84469 -2.20840 0.91 0.58 -0.19
H -4.03083 -0.63545 -0.09750 0.05 0.10 0.46
H -2.04641 -0.16222 -2.66546 0.07 -0.16 -0.44
H 1.08581 1.93054 2.11749 -0.80 -0.71 -0.33
H 3.00358 0.71173 -0.43860 1.22 0.43 0.64
```
Positions in Å, forces in eV/Å.

## Properties
Net charge: 0
ΔE to the lowest compared entry with this formula, charge and spin (kcal/mol): 78.0
E_HOMO (eV): -8.8

=====

3.
Below is one molecule with the formula C18H16FN3O2S, with properties calculated with the ωB97M-V functional and the def2-TZVPD basis.

```
41
Properties=species:S:1:pos:R:3:forces:R:3
H 1.27714 0.80707 -2.39115 -0.04 0.03 -0.10
H 1.59899 3.18110 1.24652 0.11 0.07 -0.01
O -4.04150 1.32590 -0.78255 -0.20 -0.03 -0.07
C -2.91791 1.33409 -0.33018 0.07 0.23 0.00
H -0.38703 -3.33147 2.79237 -0.01 -0.08 0.06
C 1.98684 2.82246 -0.88114 0.13 -0.03 0.18
C 2.88671 0.96904 0.57550 -0.10 0.07 -0.32
C 1.91451 -0.90341 -1.27964 0.16 -0.13 0.14
C -0.92646 2.63094 0.14468 0.39 -0.17 0.29
C 1.77376 0.45612 -1.49796 0.16 0.11 0.23
H -2.26614 -3.07333 0.98353 -0.07 -0.09 0.00
H 1.03181 -2.27943 2.57937 0.05 -0.01 0.03
H -4.80891 -0.82905 0.29779 -0.07 -0.02 -0.05
H 3.59629 -0.73944 1.66847 0.05 -0.06 0.09
C -4.05401 -1.42353 -0.21386 -0.16 -0.08 -0.04
H 2.02995 -2.77587 -2.30622 -0.03 -0.06 -0.07
H 2.13327 4.62913 0.30579 -0.02 -0.02 0.00
C 2.22941 1.39528 -0.57469 0.35 -0.49 -0.28
C -2.69948 -1.09070 0.30827 0.21 -0.01 0.10
F 2.76287 -2.60573 0.11492 -0.05 -0.01 0.00
C 3.07808 -0.38024 0.79371 0.05 -0.25 -0.09
C -0.87117 0.43601 0.73763 -0.80 -0.19 -0.28
C 1.56724 3.69808 0.29212 -0.47 0.13 -0.09
S -0.15983 4.19900 -0.00205 0.05 0.43 -0.01
C -2.17423 0.21448 0.23199 0.45 -0.27 0.23
N -0.27096 1.66143 0.66470 0.02 0.54 0.14
N -0.14307 -0.51470 1.31224 0.24 -0.02 0.24
C 1.36061 -1.92200 -2.22511 0.02 -0.08 0.09
H -4.12479 -1.16894 -1.26981 -0.08 -0.01 -0.02
C 0.20081 -2.76253 2.07539 0.00 -0.06 0.01
C 2.58068 -1.28840 -0.12133 0.10 0.43 -0.12
C -1.90686 -2.05852 0.89829 -0.13 0.18 -0.11
C -0.64546 -1.73110 1.40433 -0.19 0.05 -0.09
H 0.59777 -3.45745 1.33682 0.05 -0.08 -0.02
O 2.03844 3.26650 -2.00272 -0.01 0.04 0.02
N -2.19785 2.53431 -0.31916 -0.17 0.17 -0.09
H 3.27754 1.68318 1.28299 -0.01 0.08 0.14
H -2.66389 3.34593 -0.70885 0.02 -0.20 -0.01
H -4.27074 -2.48030 -0.07838 0.01 -0.06 0.02
H 1.20640 -1.49021 -3.21015 -0.02 0.01 -0.06
H 0.40118 -2.28373 -1.85249 -0.07 -0.09 -0.04
```
Positions in Å, forces in eV/Å.

## Properties
SMILES string: Cc1cc(C)c2c(=O)[nH]c(SCC(=O)c3ccc(F)c(C)c3)nc2n1
Net charge: 0
E_HOMO (eV): -8.6

=====

4.
Below is C41H45N8O5S3TeW as an isolated structure, with properties calculated with the ωB97M-V functional and the def2-TZVPD basis.

```
104
Properties=species:S:1:pos:R:3:forces:R:3
H 0.48695 -0.73138 -2.62304 0.00 -0.02 -0.01
C 1.48100 -6.23380 -5.11901 0.00 0.00 -0.01
N -0.37497 -1.03595 1.19795 0.07 0.06 0.00
H 2.05685 4.75972 6.79322 0.00 0.00 0.00
C 2.42581 3.14612 3.20682 0.01 0.02 0.01
H -0.56585 -4.65366 -0.93442 0.00 0.01 0.00
H 5.40671 -3.27234 -2.52686 -0.01 0.00 -0.01
N 2.56964 3.89367 6.80451 -0.01 0.00 0.00
C 6.29865 -4.46524 0.70209 0.01 0.00 0.01
H 0.04490 -5.63181 -2.88900 0.00 0.00 0.00
H -3.26501 -2.00237 -3.16191 0.03 0.00 -0.02
C 5.00523 -4.03605 0.43542 -0.01 -0.01 -0.01
C 3.00665 -4.53982 -4.06325 -0.01 -0.01 0.00
H 2.27346 3.65853 2.26616 0.04 0.00 0.04
C -2.39516 1.75118 -3.38098 -0.01 0.00 0.00
H 1.31192 -5.70326 -6.05777 0.00 0.00 0.00
C -4.26498 -0.92599 0.24872 0.00 0.02 0.00
H 4.51282 -1.81832 -2.99142 0.01 -0.03 -0.01
C -1.06620 -2.08998 1.60553 0.01 -0.01 0.03
H 3.17386 1.96120 -3.50914 0.00 0.00 0.00
C -2.97664 -0.56564 -0.41032 -0.05 -0.01 0.02
H 6.66993 0.13284 -0.44039 0.00 0.00 -0.01
C 2.82898 2.04399 -2.47895 0.01 0.01 0.01
C 3.86446 -5.00170 0.61881 0.00 -0.01 0.00
C 1.27442 -4.17310 -1.92653 0.01 0.02 -0.01
H 3.44354 -5.31260 -0.34026 0.01 0.01 0.02
H -2.10807 0.71347 -3.29099 0.00 -0.01 0.00
C 3.35334 -3.62625 -3.07495 0.03 0.01 -0.01
H 3.13678 0.05943 4.39996 -0.01 -0.03 0.00
H 0.76522 -2.80102 4.32289 0.00 0.01 0.00
C -3.59680 3.52298 -4.51204 0.00 0.00 -0.01
H 5.03188 -2.97003 -4.22409 0.00 0.00 0.00
H -3.37344 5.50927 -3.71802 0.00 0.00 0.00
H -5.12172 -0.48131 -0.26239 0.00 0.02 0.01
N -1.04354 -0.66660 -1.57209 0.11 -0.04 0.01
S -1.48990 4.98822 -1.36191 0.02 0.01 -0.03
H -4.25789 3.83439 -5.30978 0.00 0.00 0.00
H -1.96224 -3.00567 -2.53269 -0.01 -0.01 0.01
H 8.92175 -4.19488 1.95410 0.00 0.00 0.00
H 3.68227 -4.67777 -4.90094 0.00 0.00 0.00
H 4.20364 -5.89281 1.14490 0.00 -0.01 0.00
C 0.97348 -5.07353 -2.94213 0.01 -0.01 0.02
C 2.91968 1.11708 4.41530 -0.02 0.01 -0.03
H 2.07391 2.82073 -2.38125 -0.01 0.00 -0.01
H 8.95816 -5.09540 0.44277 0.00 0.00 0.00
C 2.69135 1.78228 3.21735 -0.01 0.00 0.01
H -3.62543 1.46017 -5.10020 0.00 0.00 0.00
H -4.41146 -2.00673 0.26885 0.00 0.00 -0.01
C -2.78407 -2.35244 -2.24480 -0.01 0.01 -0.01
H 5.52532 -0.38491 -1.68317 -0.01 0.01 0.02
H 3.05464 1.30511 6.54176 0.00 0.00 0.00
H -3.52074 -2.93501 -1.68983 -0.02 0.02 -0.01
C 2.86729 1.81639 5.60487 0.00 0.00 0.01
C 2.30150 0.71569 -2.00840 -0.14 0.27 -0.08
H -1.92260 -2.37245 1.00804 0.00 0.00 0.01
N -2.33460 0.61090 -0.13761 0.22 -0.12 -0.01
N 1.23446 0.43842 1.33284 0.18 0.00 0.21
Te 2.85286 -2.08563 -0.43221 0.02 0.02 -0.01
O -1.88525 1.12195 1.04047 -0.08 0.09 -0.03
H -1.23346 -3.65720 3.07387 0.00 0.00 0.00
C 2.58204 3.18467 5.61219 0.00 0.00 0.00
C 0.42189 -2.30946 3.41798 0.05 0.02 0.01
C 4.65045 -2.87718 -3.20798 -0.01 0.01 -0.01
C -0.73624 3.55168 -0.73556 -0.01 -0.05 -0.03
O 3.57380 -0.26397 1.89714 -0.03 0.05 -0.04
W -0.36887 0.74110 -0.31375 -0.62 0.24 -0.32
C 0.30102 -4.00867 -0.78978 0.03 -0.02 -0.01
C -0.68596 -2.79136 2.73483 -0.04 -0.01 -0.03
H 8.01367 -1.64468 0.03486 0.00 0.00 0.00
H 0.75366 -4.26692 0.17150 0.00 0.00 0.00
N 1.14722 0.68099 -1.41610 0.21 -0.45 0.03
H -4.26286 -0.55577 1.27513 0.01 -0.01 0.01
C 7.39356 -3.62193 0.55847 0.00 -0.01 0.00
H 2.16415 4.90561 4.39162 0.00 0.00 0.00
C -2.26142 4.03774 -2.60981 0.02 0.00 0.00
C 5.74634 -0.41793 -0.61487 0.03 -0.02 0.00
H 2.40402 3.35105 7.63579 0.00 0.00 0.00
S 2.75601 0.91432 1.69659 0.06 -0.09 0.00
C -3.10556 4.46508 -3.62385 0.00 0.00 0.00
C 7.17064 -2.31791 0.14423 -0.01 0.01 0.01
H 6.45230 -5.48539 1.03792 0.00 0.00 0.00
C 2.36893 3.84189 4.39743 0.00 -0.02 -0.01
H 2.29255 -6.94321 -5.28693 0.00 0.00 0.00
C 5.89522 -1.83525 -0.13825 0.01 0.00 0.03
H 3.05622 -4.55535 1.20437 0.00 0.00 0.01
C 8.78029 -4.11005 0.87476 0.00 0.00 0.00
C -2.29740 -1.21642 -1.40584 0.00 -0.07 0.07
O 3.14849 1.83519 0.66874 0.00 0.05 -0.02
H -0.05248 -2.97906 -0.72507 -0.01 0.01 -0.01
H 9.53630 -3.42612 0.49165 0.00 0.00 0.00
C 0.69619 -0.64438 1.92686 -0.07 -0.03 -0.04
C 2.47187 -3.44938 -1.99977 -0.04 -0.01 0.02
N 1.11824 -1.24670 3.03906 -0.01 0.02 0.06
H 3.67516 2.29810 -1.83935 0.01 0.00 -0.01
C 1.82610 -5.27005 -4.01781 0.01 0.01 -0.01
C -3.23927 2.18030 -4.39041 0.00 0.00 0.00
N -1.04658 2.46177 -1.41648 0.02 0.03 0.15
O -0.33880 -1.24976 -2.62234 -0.03 0.01 0.02
H 4.94478 0.10452 -0.09710 -0.03 0.01 0.01
C -1.90831 2.68982 -2.47840 0.01 0.02 0.00
S 0.26748 3.36654 0.59166 0.00 0.02 0.05
O 3.01039 -0.32203 -2.23671 0.02 0.01 0.00
H 0.57894 -6.79696 -4.88346 0.00 0.00 0.00
C 4.81958 -2.71612 0.00594 0.03 0.00 -0.06
```
Positions in Å, forces in eV/Å.

## Properties
Net charge: 0
Multiplicity: 2
ΔE to the lowest compared entry with this formula, charge and spin (kcal/mol): 0.5
E_HOMO (spin up / spin down) (eV): -6.8 / -6.8

=====

5.
Below is a 2-piece molecular cluster, C13H17N3O7S overall at a distorted geometry, with properties calculated with the ωB97M-V functional and the def2-TZVPD basis.

```
41
Properties=species:S:1:pos:R:3:forces:R:3
C -1.38858 0.37041 -0.98726 2.01 0.24 0.04
H 1.03877 -0.94246 3.09931 0.00 -0.10 -0.02
H 1.12855 2.26692 0.96904 -0.08 -0.04 -0.02
C 2.12438 1.31777 -0.43978 0.49 -0.86 -0.67
C -3.57238 0.12305 -2.28920 0.95 0.31 1.49
C 3.17564 0.31104 -0.85633 -0.06 0.29 0.22
H 0.47338 -1.11012 0.34142 0.10 -0.09 0.06
H 5.65326 -1.53906 1.41830 0.09 -0.04 0.07
C -2.92217 0.39106 -3.58358 -1.02 -0.46 -1.66
H 3.29157 0.35547 -1.93817 -0.15 0.12 0.13
N -3.50881 -0.04757 0.11373 0.74 0.10 -0.18
H -6.84265 -0.62652 1.21278 0.23 0.04 0.05
H 2.86942 -0.69304 -0.57536 0.08 -0.06 0.13
O -0.61798 -0.55800 -1.21911 -0.80 1.07 0.43
C 3.44784 0.15628 2.20596 1.05 0.86 0.03
H -0.02699 1.70329 -0.95915 0.56 0.29 -0.09
H -0.06567 0.02470 2.11634 -0.03 0.16 0.15
O 1.00246 -1.40158 1.10391 0.04 -0.11 -0.03
C -4.82479 -0.25730 0.14057 0.52 0.08 -0.81
S -5.60058 -0.44957 1.70095 0.12 -0.02 0.30
H 2.92278 -1.74372 1.81588 0.26 0.08 -0.10
O 1.55664 1.97923 -1.29725 -0.45 0.70 -0.88
H 1.83827 1.30452 2.87322 0.17 0.13 0.04
O -3.45910 -0.03638 -4.59084 0.75 0.44 0.34
H -1.57710 1.20651 -4.56710 0.08 0.00 0.03
C -4.95248 -0.12756 -2.25501 0.10 -0.04 0.55
O 4.32634 0.96268 2.49327 -0.38 -0.14 -0.19
C 0.92192 -0.43876 2.13853 0.05 0.17 -0.40
C 2.00095 0.65164 2.01590 -0.62 -0.26 -0.01
H 4.90789 -2.85386 2.36048 -0.14 0.18 -0.05
C -5.57689 -0.31375 -1.02735 -0.05 0.01 -0.84
C -2.86137 0.13637 -1.06140 -2.52 0.38 0.26
N 3.70183 -1.15370 2.08712 -0.81 -1.01 -0.02
O -0.96747 1.62567 -0.66836 -1.75 -1.90 -0.45
H -6.64483 -0.49306 -0.97858 0.10 0.03 -0.09
O -1.81210 1.15336 -3.62788 -0.47 -0.42 0.48
C 5.01325 -1.77157 2.27136 -0.17 0.54 0.05
H 5.48202 -1.38131 3.17737 -0.02 -0.02 -0.13
N 1.75707 1.49076 0.82987 0.58 -0.53 1.47
H 4.12552 0.56646 -0.38999 0.09 -0.17 0.13
H -5.53781 -0.15829 -3.17363 0.33 0.04 0.18
```
Positions in Å, forces in eV/Å.

## Properties
SMILES string: CNC(=O)[C@H](CO)NC(C)=O.O=C(O)c1ccc(S)nc1C(=O)O
Net charge: 0
ΔE to the lowest compared entry with this formula, charge and spin (kcal/mol): 0.0
E_HOMO (eV): -9.3